# 1
This record from the OMol25 dataset describes one molecule with the formula C4H4ClF in a non-equilibrium geometry. The level of theory is wB97M-V/def2-TZVPD.

```
10
Properties=species:S:1:pos:R:3
C -0.2071 -0.9107 0.3909
C -0.2540 0.6255 0.2750
C 0.8439 -1.8053 0.8661
C -0.3466 1.2369 -0.9133
F -0.5402 0.6520 -2.1582
Cl 2.2972 -0.9705 1.0014
H -1.0938 -1.3190 1.0311
H -0.3835 -1.2898 -0.5663
H -0.1107 1.4480 1.0942
H -0.2051 2.3330 -1.0210
```

Calculated values
orbital gap = 8.80 eV



# 2
This record from the OMol25 dataset describes C27H35BaF2N8O4S3 as an isolated structure in a non-equilibrium geometry. The level of theory is wB97M-V/def2-TZVPD.

```
80
Properties=species:S:1:pos:R:3
Ba -0.9627 -0.2876 -0.8083
N 0.5169 -5.5243 5.7562
C 0.0996 -4.7457 4.6801
C -0.7877 -5.2621 3.7317
C -1.1266 -4.5219 2.6159
C -0.5939 -3.2577 2.4372
C 0.2711 -2.7274 3.3769
C 0.6181 -3.4630 4.4958
S -1.0112 -2.2859 1.0055
O -2.1386 -2.8930 0.3399
O -1.2682 -0.9491 1.5101
N 0.2422 -2.1392 0.0354
C 0.6727 -3.2666 -0.5667
N 1.3664 -3.1301 -1.7142
C 1.7218 -4.2384 -2.3412
C 1.4406 -5.5099 -1.8734
C 0.7716 -5.5525 -0.6598
N 0.4079 -4.4690 -0.0021
H -0.0975 -6.2799 6.0088
H 0.8763 -5.0200 6.5487
H -1.1992 -6.2545 3.8756
H -1.8048 -4.9121 1.8691
H 0.6648 -1.7288 3.2394
H 1.2974 -3.0503 5.2325
H 2.2581 -4.0996 -3.2765
H 1.7066 -6.3983 -2.4254
H 0.5210 -6.4993 -0.1871
C 3.4763 0.5560 -0.6749
O 2.7331 -0.2584 0.2143
C 2.8556 0.0865 1.5680
C 2.5605 1.5526 1.8863
O 1.2541 1.9809 1.6135
C 0.3049 1.6495 2.6049
H 4.4471 0.8341 -0.2436
H 2.9159 1.4530 -0.9475
H 3.6432 -0.0390 -1.5706
H 3.8775 -0.1226 1.9273
H 2.1641 -0.5722 2.0969
H 3.2090 2.1846 1.2757
H 2.8138 1.7210 2.9453
H 0.6262 2.0228 3.5875
H 0.1216 0.5766 2.6720
H -0.6255 2.1294 2.3043
N 0.2436 4.7459 -0.4715
C 0.9979 4.4546 -1.5430
N 1.2312 3.2733 -2.0140
C 2.0653 3.3048 -3.1049
C 2.5103 4.5382 -3.4637
S 1.8500 5.7507 -2.4296
C 2.4178 2.0657 -3.8025
C 3.3222 1.9976 -4.8154
S 3.4808 0.3778 -5.3910
C 2.2822 -0.1113 -4.1775
N 1.8373 0.8601 -3.4540
N 1.9001 -1.4026 -4.0907
H -0.4636 4.0337 -0.2260
H 0.0016 5.7077 -0.3181
H 3.1509 4.8151 -4.2839
H 3.9062 2.7874 -5.2562
H 2.4479 -2.0881 -4.5740
H 1.4475 -1.6940 -3.2310
F -2.7075 0.6044 -4.0274
C -1.6621 -0.3023 -3.6644
F -2.2896 -1.5945 -3.9105
H -0.9705 -0.2203 -4.5287
C -4.0822 3.7546 1.9468
C -4.3576 3.2988 0.5073
C -4.6318 4.5007 -0.4061
C -5.5828 2.3712 0.5038
C -3.1938 2.5498 -0.0023
C -2.2223 1.9472 -0.4454
H -4.9725 4.2162 2.3845
H -3.2605 4.4721 1.9821
H -3.8024 2.8916 2.5522
H -5.5747 4.9864 -0.1378
H -4.6897 4.1624 -1.4405
H -3.8276 5.2357 -0.3380
H -6.4613 2.8970 0.8900
H -5.3906 1.4975 1.1274
H -5.7898 2.0265 -0.5093
```

Calculated values
orbital gap = 5.37 eV
charge = -1



# 3
This record from the OMol25 dataset describes C13H17IIrN2 as an isolated structure in a non-equilibrium geometry. The level of theory is wB97M-V/def2-TZVPD.

```
34
Properties=species:S:1:pos:R:3
C -2.0324 0.7078 -3.5830
C -2.0247 -0.7712 -3.4917
H -3.1366 0.8481 -3.4906
H -1.4343 1.1774 -4.4151
H -1.5792 0.9291 -2.5592
H -1.5697 -0.8417 -2.4171
H -3.0491 -1.1894 -3.4630
H -1.3583 -1.1795 -4.2630
Ir -0.2187 -0.0886 -0.5858
C 1.1772 -0.0070 -1.9856
H 1.6152 -1.0104 -2.1532
H 2.0022 0.6442 -1.6340
H 0.8121 0.3716 -2.9577
I -2.6964 -0.1758 0.3318
C 0.1025 3.4198 1.5219
C 0.6677 2.9678 2.7218
C 0.9486 1.6291 2.9074
C 0.6959 0.7533 1.8682
N 0.1947 1.2390 0.7065
C -0.1589 2.5295 0.4936
C 0.8502 -0.6678 1.8788
C 1.3230 -1.4645 2.9082
C 1.3744 -2.8328 2.6766
C 0.9182 -3.4110 1.4842
C 0.3866 -2.5957 0.4961
N 0.4426 -1.2685 0.7378
H -0.1552 4.4595 1.3467
H 0.8846 3.6646 3.5201
H 1.3569 1.1658 3.8040
H -0.6313 2.7442 -0.4677
H 1.6228 -0.9281 3.7990
H 1.7815 -3.4653 3.4540
H 0.9475 -4.4712 1.2718
H -0.0596 -2.8822 -0.4620
```

Calculated values
orbital gap (alpha / beta) = 5.10 / 2.98 eV
charge = +2
2S+1 = 6



# 4
This record from the OMol25 dataset describes a 2-piece molecular cluster, C8H9IO2S overall in a non-equilibrium geometry. The level of theory is wB97M-V/def2-TZVPD.

```
21
Properties=species:S:1:pos:R:3
C -1.1548 2.4393 0.4344
C -1.0693 2.0250 -0.8929
C -0.1456 2.1153 1.3334
C 0.0115 1.3021 -1.3265
C 0.9400 1.3820 0.9212
C 1.0615 0.9677 -0.4268
C -0.7719 -3.6045 0.4608
C 2.1304 0.2338 -0.9142
O -1.1693 -1.6012 -1.2824
O -0.5813 -1.0080 1.0411
S -0.3077 -1.8577 -0.1253
I 3.7463 -0.4148 0.2057
H -2.0117 3.0040 0.7688
H -1.8607 2.2721 -1.5815
H -0.2239 2.4243 2.3651
H 0.0707 0.9683 -2.3507
H 1.7140 1.1180 1.6246
H -1.1937 -4.1271 -0.3868
H 0.1360 -4.0785 0.8122
H -1.4861 -3.4860 1.2645
H 2.1656 -0.0742 -1.9447
```

Calculated values
orbital gap (alpha / beta) = 8.35 / 5.02 eV



# 5
This record from the OMol25 dataset describes C3H11N4 as an isolated structure in a non-equilibrium geometry. The level of theory is wB97M-V/def2-TZVPD.

```
18
Properties=species:S:1:pos:R:3
C -2.6114 -0.7761 -0.3670
C -1.1397 -0.4822 -0.6741
C -0.4770 0.5675 0.2418
N 2.4620 1.6056 -0.1907
N 1.3855 1.8464 -0.2724
N -1.1901 1.2967 1.0517
N 3.0288 -0.6821 0.1864
H -3.1116 0.1586 -0.1843
H -2.9328 -1.1385 -1.3165
H -2.8043 -1.4841 0.4182
H -0.5365 -1.3602 -0.7502
H -0.9646 -0.0063 -1.6634
H 2.9321 0.5013 -0.0647
H -0.8393 1.9847 1.6622
H -2.1344 0.8799 1.2374
H 3.9899 -1.0786 -0.0118
H 2.5905 -0.7328 1.1877
H 2.3528 -1.0998 -0.4903
```

Calculated values
orbital gap = 8.21 eV
charge = +1



# 6
This record from the OMol25 dataset describes a 6-piece molecular cluster, C34H42BF2N7O19 overall in a non-equilibrium geometry. The level of theory is wB97M-V/def2-TZVPD.

```
105
Properties=species:S:1:pos:R:3
C 1.2718 5.4865 1.7320
B 1.3077 4.0998 0.9613
O 2.0859 3.8682 -0.1626
C 0.4060 2.9266 1.6018
C -0.9200 2.9667 1.5204
O -1.4686 4.0212 0.8228
C -2.8263 4.2966 1.0939
O -3.1784 4.7995 2.1167
C -3.7856 3.9591 -0.0394
C -3.9699 4.9142 -1.0321
C -4.8103 4.6491 -2.0969
C -5.4280 3.3989 -2.1176
C -5.2388 2.4530 -1.1361
C -4.4001 2.7274 -0.0553
C -1.6690 1.8392 2.1814
O -2.7029 1.9176 2.8011
C -0.9815 0.4685 2.0924
C -1.6849 -0.7186 2.0004
C -3.2051 -0.7433 1.9370
C -3.6616 -0.5624 0.4797
O -2.9455 -0.3047 -0.4342
F -4.9954 -0.7598 0.2989
C -0.9558 -1.9193 1.9570
C -1.6124 -3.3040 1.8780
O -1.3202 -4.0410 0.9821
N -2.5316 -3.7527 2.9067
C -3.6965 -4.3427 2.3799
O -3.7626 -5.3974 1.8325
F -4.8527 -3.6320 2.5586
C 0.4269 -1.9441 1.9681
C 1.1495 -0.7429 2.0624
C 2.6765 -0.8241 2.0653
C 3.1671 -1.0041 0.5903
C 3.0875 -2.4772 0.0887
C 1.9949 -2.6588 -1.0051
N 1.0591 -3.7710 -0.7223
C 1.7550 -5.0561 -0.5930
C 0.1244 -3.7631 -1.8187
C 0.2198 -4.7130 -3.0093
O -0.7848 -2.9668 -1.7602
C 0.4218 0.4273 2.1427
C 1.1176 1.7799 2.2870
O 2.1359 1.9531 2.9138
H 1.8846 6.2564 1.2532
H 0.2180 5.7921 1.8518
H 1.6272 5.3011 2.7631
H 1.5993 4.0747 -0.9698
H -3.4454 5.8699 -0.9697
H -5.0021 5.3747 -2.8788
H -6.1100 3.1493 -2.9308
H -5.7249 1.4799 -1.1860
H -4.2211 1.9983 0.7297
H -3.5541 -1.7473 2.2076
H -3.7071 -0.0558 2.6226
H -2.8072 -2.9979 3.5313
H 0.9511 -2.8966 1.9269
H 3.1694 0.0071 2.5697
H 2.9339 -1.7617 2.5826
H 2.6112 -0.3751 -0.1181
H 4.2255 -0.7156 0.5213
H 4.0440 -2.7807 -0.3766
H 2.9358 -3.1737 0.9269
H 1.3996 -1.7361 -1.0235
H 2.4297 -2.8389 -2.0108
H 1.0110 -5.8661 -0.6153
H 2.2754 -5.1624 0.3647
H 2.4598 -5.2129 -1.4315
H -0.4402 -5.5811 -2.8586
H 1.2399 -5.1040 -3.1293
H -0.0673 -4.2245 -3.9474
C -6.2326 8.6392 -1.4862
N -5.8147 7.7103 -2.5698
O -6.6661 6.9830 -3.0385
O -4.6496 7.7463 -2.9054
H -7.2897 8.4938 -1.2947
H -5.6422 8.4004 -0.6057
H -6.0355 9.6510 -1.8293
C -1.7595 -0.1226 -3.7990
N -1.0809 -0.6054 -5.0337
O -0.8950 -1.7984 -5.1465
O -0.7587 0.2362 -5.8469
H -1.9863 -0.9757 -3.1668
H -1.0774 0.5580 -3.2975
H -2.6690 0.3875 -4.1043
C 7.7790 -1.7570 -1.9026
N 6.4303 -1.7501 -1.2743
O 5.7830 -0.7287 -1.3474
O 6.0743 -2.7771 -0.7311
H 7.9597 -0.7836 -2.3447
H 8.5024 -1.9690 -1.1204
H 7.7818 -2.5350 -2.6608
C 5.0181 3.4936 2.1198
N 5.2893 4.7397 1.3515
O 4.3861 5.5409 1.2463
O 6.4010 4.8633 0.8820
H 3.9945 3.5176 2.4770
H 5.1728 2.6553 1.4461
H 5.7177 3.4643 2.9506
C 2.4763 -9.1428 1.9176
N 2.4729 -8.4572 0.5971
O 3.1187 -7.4350 0.4918
O 1.8206 -8.9715 -0.2843
H 3.0959 -8.5737 2.6017
H 1.4484 -9.1838 2.2667
H 2.8794 -10.1401 1.7665
```

Calculated values
orbital gap = 7.66 eV
SMILES string = CB(O)C1=C(OC(=O)c2ccccc2)C(=O)c2c(CC(=O)F)c(C(=O)NC(=O)F)cc(CCCCN(C)C(C)=O)c2C1=O.C[N+](=O)[O-].C[N+](=O)[O-].C[N+](=O)[O-].C[N+](=O)[O-].C[N+](=O)[O-]



# 7
This record from the OMol25 dataset describes one molecule with the formula C6H9N. The level of theory is wB97M-V/def2-TZVPD.

```
16
Properties=species:S:1:pos:R:3
C 1.3554 1.0484 1.2579
C 0.8515 0.0836 0.2298
C 1.3378 -1.0573 -0.2752
C 0.1186 -1.5925 -1.0023
C -0.9258 -0.8789 -0.1900
C -0.6325 0.8211 -0.4744
N -1.8654 -0.0199 -0.7379
H 1.4200 2.0793 0.8833
H 2.3586 0.7143 1.5358
H 0.7372 1.0594 2.1653
H -0.0175 -2.6789 -0.9359
H 0.0720 -1.3130 -2.0622
H -1.0946 -1.2653 0.8138
H -0.2617 1.2170 -1.4170
H -0.8606 1.5755 0.2713
H -2.5929 0.2071 -0.0623
```

Calculated values
orbital gap = 7.85 eV



# 8
This record from the OMol25 dataset describes one molecule with the formula C4H6N2O4 in a non-equilibrium geometry. The level of theory is wB97M-V/def2-TZVPD.

```
16
Properties=species:S:1:pos:R:3
C -0.3631 1.3542 0.6778
N 0.2976 0.1691 0.1504
C 1.8857 0.3143 0.0004
C -1.8809 -0.8817 -0.2843
C -0.2138 -0.7041 -0.7326
O 2.3350 1.3823 0.6841
O -2.0293 -2.0085 0.4033
N 0.1853 -1.5512 -1.5371
O 2.6183 -0.4037 -0.6301
O -2.7831 -0.2009 -0.6796
H 3.3065 1.4026 0.6406
H -2.9751 -2.2218 0.5079
H 1.1862 -1.6207 -1.6969
H -0.0643 2.2389 0.1167
H -0.0614 1.4818 1.7178
H -1.4435 1.2493 0.6615
```

Calculated values
orbital gap = 9.82 eV
SMILES string = [H]/N=C(/C(=O)O)N(C)C(=O)O



# 9
This record from the OMol25 dataset describes one molecule with the formula C8H4 in a non-equilibrium geometry. The level of theory is wB97M-V/def2-TZVPD.

```
12
Properties=species:S:1:pos:R:3
C 1.7874 1.1564 -0.3978
C -1.2042 1.7244 0.3722
C 1.6287 -1.3886 0.1542
C -2.0525 -0.7330 -0.1108
C 1.9161 -0.0320 -0.1069
C -1.8027 0.7390 0.0213
C 0.3065 -1.4713 -0.0626
C -0.9346 -1.4722 -0.0809
H 1.7223 2.2095 -0.6254
H -0.7313 2.6488 0.6823
H 2.3596 -2.2253 0.4564
H -2.9951 -1.1557 -0.3019
```

Calculated values
orbital gap = 7.50 eV
SMILES string = C#CC=C=C=CC#C



# 10
This record from the OMol25 dataset describes a 2-piece molecular cluster, C8H9F8O4 overall in a non-equilibrium geometry. The level of theory is wB97M-V/def2-TZVPD.

```
29
Properties=species:S:1:pos:R:3
O -2.5482 -2.6002 1.4942
C -1.3938 -2.3725 1.0721
O -1.0409 -1.8886 -0.0391
C -0.2214 -2.5784 2.0559
C 0.0288 -1.2214 2.6894
O 0.1681 -1.2528 4.1180
H 0.6285 -2.8611 1.4543
H -0.4280 -3.3231 2.8088
H -0.7995 -0.5788 2.4331
H 0.9213 -0.8157 2.2297
H -0.4093 -0.5782 4.4643
C -1.0679 1.1720 -1.7441
C -0.2806 0.3040 -2.7312
C 0.4100 -0.9521 -2.1847
F 1.3850 -0.6283 -1.3181
F 0.9930 -1.5946 -3.2373
F 0.6081 1.0564 -3.4278
F -1.2035 -0.1571 -3.6283
O -0.4746 2.3623 -1.2299
C 0.2975 2.2787 -0.1077
C 1.7014 2.8524 -0.3156
F 2.3436 2.1981 -1.3015
F 2.4080 2.7072 0.8286
F 0.3246 1.0246 0.3153
F -0.2804 3.0596 0.8440
H -1.9131 1.5408 -2.3220
H -1.4846 0.5558 -0.9451
H -0.3104 -1.6208 -1.7042
H 1.6381 3.9120 -0.5713
```

Calculated values
orbital gap = 7.67 eV
charge = -1



# 11
This record from the OMol25 dataset describes C3H4N2O2 as an isolated structure in a non-equilibrium geometry. The level of theory is wB97M-V/def2-TZVPD.

```
11
Properties=species:S:1:pos:R:3
C 0.9221 0.4694 -0.2349
C -0.9160 0.3155 0.3174
C -0.6921 -1.0780 0.1116
O 1.7567 0.5905 0.8540
N -1.8474 1.1568 0.3496
N 0.5726 -1.1300 -0.2481
O 1.0709 1.1190 -1.2544
H 2.1303 1.4814 0.7958
H -2.6684 0.9491 -0.2335
H 0.9940 -1.9216 -0.7309
H -1.3227 -1.9520 0.2735
```

Calculated values
orbital gap (alpha / beta) = 7.13 / 7.12 eV



# 12
This record from the OMol25 dataset describes a 5-piece molecular cluster, C32H76N7S overall in a non-equilibrium geometry. The level of theory is wB97M-V/def2-TZVPD.

```
116
Properties=species:S:1:pos:R:3
N -4.9025 4.1541 1.7151
S -5.9658 3.2185 0.6951
N -5.5040 1.5835 0.8886
C -5.4121 3.6794 -1.0153
C -6.1601 4.9410 -1.5722
C -5.5110 5.5474 -2.8661
C -3.9514 5.4916 -2.8997
N -3.3991 4.1656 -3.2440
C -4.0257 3.2636 -4.0763
C -3.1496 2.1191 -4.0732
C -1.9992 2.4094 -3.2070
C -2.1984 3.7462 -2.6912
H -4.7240 5.0007 1.1488
H -4.0035 3.6445 1.6537
H -4.8328 1.3073 0.1584
H -5.0140 1.5435 1.7937
H -4.2984 3.8047 -0.9276
H -5.5517 2.7970 -1.6971
H -6.3365 5.6928 -0.7547
H -7.1916 4.5971 -1.8599
H -5.9627 5.1303 -3.8007
H -5.7854 6.6369 -2.8861
H -3.6268 6.1922 -3.7196
H -3.4638 5.8939 -1.9726
H -4.9801 3.4265 -4.5972
H -3.4102 1.2081 -4.6448
H -1.1575 1.7252 -2.9941
H -1.5772 4.3350 -1.9947
C -2.3201 0.4207 2.9468
C -1.8655 0.1241 4.3683
N -2.9374 0.2296 5.3441
C -2.4642 0.2668 6.7236
C -1.7379 -0.9674 7.2611
C -4.1072 -0.6036 5.1041
C -3.8960 -2.1118 4.9739
H -2.8293 1.3897 2.8912
H -1.4566 0.4578 2.2793
H -2.9943 -0.3505 2.5647
H -1.0917 0.8555 4.6179
H -1.3836 -0.8622 4.3911
H -3.3048 0.4975 7.3848
H -1.7895 1.1243 6.8230
H -2.4247 -1.7947 7.4422
H -1.2711 -0.7271 8.2195
H -0.9468 -1.3073 6.5901
H -4.5948 -0.2512 4.1874
H -4.8476 -0.4170 5.8878
H -3.0830 -2.3630 4.2893
H -4.8030 -2.5750 4.5769
H -3.6974 -2.5799 5.9361
C 4.9082 0.9600 -5.3218
C 3.4794 1.4050 -5.6030
N 2.8296 2.0110 -4.4503
C 1.3885 2.1442 -4.6026
C 0.8700 3.0628 -5.7110
C 3.5080 3.1565 -3.8613
C 3.8094 4.3531 -4.7647
H 4.9538 0.3110 -4.4446
H 5.2962 0.3981 -6.1742
H 5.5762 1.8090 -5.1607
H 2.9159 0.5131 -5.8929
H 3.4774 2.0744 -6.4741
H 0.9548 2.4634 -3.6492
H 0.9749 1.1432 -4.7753
H 1.0148 4.1152 -5.4653
H -0.2060 2.9115 -5.8373
H 1.3428 2.8573 -6.6727
H 4.4545 2.8086 -3.4364
H 2.9375 3.5040 -2.9936
H 4.2750 4.0571 -5.7066
H 4.5075 5.0253 -4.2598
H 2.9155 4.9346 -4.9867
C -3.0164 -7.3685 10.5972
C -3.6546 -6.1785 9.8932
N -3.4923 -6.2119 8.4474
C -3.8061 -4.9469 7.8013
C -5.2462 -4.4382 7.8947
C -3.9908 -7.4025 7.7738
C -5.4610 -7.7747 7.9713
H -1.9689 -7.4801 10.3101
H -3.0536 -7.2226 11.6787
H -3.5382 -8.3020 10.3767
H -3.1672 -5.2777 10.2783
H -4.7116 -6.1134 10.1862
H -3.5192 -5.0010 6.7457
H -3.1498 -4.1790 8.2285
H -5.9196 -5.0145 7.2601
H -5.2913 -3.4016 7.5471
H -5.6258 -4.4545 8.9177
H -3.3820 -8.2534 8.0941
H -3.7889 -7.3185 6.7012
H -5.7572 -7.7596 9.0220
H -5.6332 -8.7895 7.6046
H -6.1284 -7.1196 7.4128
C 8.8480 1.0433 -8.4139
C 9.8871 0.1149 -7.7990
N 9.8952 0.1460 -6.3449
C 11.0746 -0.4765 -5.7588
C 11.2814 -1.9747 -5.9918
C 8.6321 -0.1612 -5.6918
C 7.9689 -1.5017 -6.0129
H 8.9538 2.0607 -8.0313
H 8.9771 1.0778 -9.4978
H 7.8285 0.7030 -8.2184
H 10.8659 0.4432 -8.1605
H 9.7337 -0.9017 -8.1871
H 11.0846 -0.2824 -4.6816
H 11.9560 0.0483 -6.1437
H 10.5845 -2.5754 -5.4069
H 12.2885 -2.2579 -5.6742
H 11.1835 -2.2469 -7.0443
H 7.9206 0.6341 -5.9367
H 8.7581 -0.0820 -4.6073
H 7.9200 -1.6960 -7.0863
H 6.9410 -1.4993 -5.6405
H 8.4770 -2.3360 -5.5316
```

Calculated values
orbital gap = 5.87 eV
charge = +1



| no. | total energy (hartree) |
| --- | --- |
| 1 | -714.71041 |
| 2 | -3208.58621 |
| 3 | -1016.19745 |
| 4 | -1156.49445 |
| 5 | -339.57339 |
| 6 | -3357.79227 |
| 7 | -288.54122 |
| 8 | -566.47897 |
| 9 | -306.96299 |
| 10 | -1410.20653 |
| 11 | -376.57584 |
| 12 | -2045.94002 |